i:
{
  "formula": "C2O3",
  "method": "ωB97M-V/def2-TZVPD",
  "symbols": ["O", "O", "O", "C", "C"],
  "xyz": [[3.473, -0.629, -0.347], [-1.721, -0.929, 0.316], [-2.629, 1.460, -0.498], [3.063, -0.149, 0.622], [-2.185, 0.248, -0.092]],
  "e_homo_ev": -12.87,
  "orbital_gap_ha": 0.474
}

=====

ii:
{
  "formula": "C2O3",
  "method": "ωB97M-V/def2-TZVPD",
  "symbols": ["O", "O", "O", "C", "C"],
  "xyz": [[-0.931, 1.449, 0.309], [-1.613, -0.646, 0.891], [1.952, -0.406, -1.442], [1.868, -0.811, -0.390], [-1.275, 0.414, 0.632]],
  "e_homo_ev": -13.12,
  "orbital_gap_ha": 0.504
}

=====

It is ii that is most stable; the runner-up trails by 0.0944 hartree.

=====

i:
{
  "formula": "C17H16F3N3O3",
  "method": "ωB97M-V/def2-TZVPD",
  "symbols": ["F", "F", "F", "O", "O", "O", "N", "N", "N", "C", "C", "C", "C", "C", "C", "C", "C", "C", "C", "C", "C", "C", "C", "C", "C", "C", "H", "H", "H", "H", "H", "H", "H", "H", "H", "H", "H", "H", "H", "H", "H", "H"],
  "xyz": [[1.305, -3.189, 0.335], [-0.458, -3.805, 1.256], [0.821, -2.860, 2.369], [5.405, -0.731, -0.625], [2.098, 3.061, -0.608], [-4.887, 3.034, 0.616], [0.151, 1.821, -0.023], [4.290, -0.573, -1.192], [-2.469, 1.951, -0.287], [-1.812, 0.629, -0.016], [2.249, 0.647, -1.190], [-2.357, 3.043, 0.744], [2.206, -1.433, -2.283], [-1.678, -1.576, 0.590], [3.652, -1.473, -1.993], [-4.917, 2.090, -0.301], [3.512, 0.410, -0.647], [-0.461, 0.737, 0.211], [-2.526, -0.575, 0.059], [1.532, -0.225, -2.104], [-3.605, 3.015, 1.639], [0.218, -0.347, 0.462], [0.173, -2.870, 1.187], [-3.709, 1.701, -0.941], [1.459, 2.008, -0.567], [-0.401, -1.591, 0.791], [-2.337, 3.916, 0.264], [-4.936, 0.940, 0.616], [-0.195, 2.626, 0.021], [-5.874, 2.049, -0.671], [4.259, -2.503, -2.159], [-3.480, -0.572, 0.155], [1.862, -2.031, -3.053], [0.667, 0.065, -2.034], [-1.733, 2.843, 1.364], [1.274, -0.390, 0.942], [4.252, 1.021, 0.208], [-3.693, 4.026, 2.192], [-3.691, 0.858, -1.743], [-3.721, 2.028, 2.065], [-3.697, 2.706, -1.559], [-2.531, -2.826, 0.398]],
  "e_homo_ev": -8.46,
  "orbital_gap_ha": 0.304
}

=====

ii:
{
  "formula": "C17H16F3N3O3",
  "method": "ωB97M-V/def2-TZVPD",
  "symbols": ["F", "F", "F", "O", "O", "O", "N", "N", "N", "C", "C", "C", "C", "C", "C", "C", "C", "C", "C", "C", "C", "C", "C", "C", "C", "C", "H", "H", "H", "H", "H", "H", "H", "H", "H", "H", "H", "H", "H", "H", "H", "H"],
  "xyz": [[3.162, 1.221, -4.613], [3.805, 2.791, -3.252], [1.754, 2.823, -4.095], [0.913, -6.267, 1.033], [1.390, -4.129, 0.553], [-1.607, -0.414, 0.109], [-1.513, 0.860, 0.634], [0.318, 5.298, 0.627], [0.132, 4.106, -0.024], [-0.928, -4.728, 0.423], [-2.373, -1.196, 0.974], [-0.586, 5.672, 1.562], [2.243, 1.270, -2.344], [-0.589, 1.734, 0.142], [0.524, 1.211, -0.569], [1.163, 0.137, 0.004], [-1.840, -2.575, 1.398], [-1.632, 4.885, 1.994], [2.758, 1.982, -3.658], [0.969, 1.807, -1.783], [-0.729, 3.151, 0.498], [0.554, -5.037, 0.617], [-1.639, 3.571, 1.563], [2.409, -0.261, -0.471], [2.936, 0.193, -1.683], [-1.329, -3.349, 0.123], [1.885, -6.253, 0.886], [-0.484, -2.760, -0.197], [0.784, -0.298, 0.883], [0.298, 2.606, -2.211], [-0.947, -2.417, 2.041], [-0.509, 6.619, 2.017], [-2.081, -3.299, -0.680], [-2.531, -3.200, 1.967], [-2.559, -0.558, 1.905], [-2.383, 2.877, 1.967], [-2.495, 5.112, 2.721], [-1.410, -5.059, 1.345], [3.762, -0.229, -2.228], [-1.335, -5.342, -0.381], [-3.249, -1.414, 0.353], [2.987, -1.140, -0.149]],
  "smiles": "O=C(O)CCCCO/N=C(\\c1cccc(C(F)(F)F)c1)c1cccnn1",
  "e_homo_ev": -8.74,
  "orbital_gap_ha": 0.302
}

=====

It is ii that is most stable; the runner-up trails by 0.4282 hartree.

=====

i:
{
  "formula": "C2H8N4",
  "method": "ωB97M-V/def2-TZVPD",
  "symbols": ["N", "N", "N", "N", "C", "C", "H", "H", "H", "H", "H", "H", "H", "H"],
  "xyz": [[0.942, -0.221, -0.347], [-1.896, 0.120, 0.094], [0.310, 0.939, 0.029], [2.172, -0.446, 0.382], [-1.026, 1.035, 0.129], [-2.732, -0.786, 0.084], [1.188, -0.196, -1.732], [2.958, 0.152, 0.270], [0.779, 1.862, -0.198], [-2.782, -1.544, 0.888], [1.955, -0.627, 1.372], [-1.356, 2.122, -0.036], [2.720, -1.262, -0.108], [-3.231, -1.147, -0.827]],
  "e_homo_ev": -19.31,
  "orbital_gap_ha": 0.380,
  "total_charge": 2
}

=====

ii:
{
  "formula": "C2H8N4",
  "method": "ωB97M-V/def2-TZVPD",
  "symbols": ["N", "N", "N", "N", "C", "C", "H", "H", "H", "H", "H", "H", "H", "H"],
  "xyz": [[-0.282, -1.226, 0.213], [1.386, 0.423, -0.408], [-2.353, 0.390, 0.334], [2.499, -0.196, 0.165], [0.151, -0.163, -0.280], [-1.283, -0.317, -0.423], [-3.193, -0.317, 0.109], [-2.737, 1.266, 0.059], [3.378, 0.256, -0.188], [2.479, 0.018, 1.286], [-1.749, -0.751, -1.700], [1.352, 1.460, -0.464], [2.459, -1.177, -0.079], [-2.106, 0.332, 1.377]],
  "e_homo_ev": -19.33,
  "orbital_gap_ha": 0.427,
  "total_charge": 2
}

=====

iii:
{
  "formula": "C2H8N4",
  "method": "ωB97M-V/def2-TZVPD",
  "symbols": ["N", "N", "N", "N", "C", "C", "H", "H", "H", "H", "H", "H", "H", "H"],
  "xyz": [[0.230, -1.348, 1.523], [0.234, -0.896, 0.119], [0.991, 0.316, -0.107], [-0.641, 1.352, -1.451], [-1.685, 0.941, -1.950], [0.533, 1.276, -0.971], [-1.560, 0.030, -2.676], [1.613, 0.611, 0.695], [1.388, -1.510, 1.974], [1.260, 2.016, -1.216], [-0.398, -2.156, 1.639], [-0.304, -0.639, 2.130], [0.437, -1.593, -0.544], [-2.602, 1.503, -1.756]],
  "smiles": "C=N/C=[NH+]\\N[NH3+]",
  "e_homo_ev": -19.25,
  "orbital_gap_ha": 0.388,
  "total_charge": 2
}

=====

It is iii that is most stable; the runner-up trails by 0.0044 hartree.

=====

i:
{
  "formula": "C32H91N5O11",
  "method": "ωB97M-V/def2-TZVPD",
  "symbols": ["O", "O", "O", "O", "O", "O", "O", "O", "O", "O", "O", "N", "N", "N", "N", "N", "C", "C", "C", "C", "C", "C", "C", "C", "C", "C", "C", "C", "C", "C", "C", "C", "C", "C", "C", "C", "C", "C", "C", "C", "C", "C", "C", "C", "C", "C", "C", "C", "H", "H", "H", "H", "H", "H", "H", "H", "H", "H", "H", "H", "H", "H", "H", "H", "H", "H", "H", "H", "H", "H", "H", "H", "H", "H", "H", "H", "H", "H", "H", "H", "H", "H", "H", "H", "H", "H", "H", "H", "H", "H", "H", "H", "H", "H", "H", "H", "H", "H", "H", "H", "H", "H", "H", "H", "H", "H", "H", "H", "H", "H", "H", "H", "H", "H", "H", "H", "H", "H", "H", "H", "H", "H", "H", "H", "H", "H", "H", "H", "H", "H", "H", "H", "H", "H", "H", "H", "H", "H", "H"],
  "xyz": [[-5.089, 3.915, 0.909], [0.689, -0.498, 1.250], [-0.336, -1.146, 4.811], [2.317, 2.435, 4.631], [3.696, 1.461, -4.458], [2.831, -4.550, 0.944], [-0.403, 5.342, 1.616], [-4.222, -0.191, 0.850], [-1.248, 4.423, -3.633], [-0.160, -5.488, -3.393], [-2.758, -2.039, -5.590], [-2.688, -0.283, -3.525], [-4.026, -0.403, 5.266], [3.258, -0.769, 0.245], [0.055, -1.865, -2.658], [4.595, -0.086, 2.951], [4.170, 1.142, 3.559], [4.803, 2.150, 2.632], [-5.032, -0.023, -3.416], [-3.890, -1.261, -5.358], [0.948, 2.279, 5.013], [2.750, 1.213, 3.929], [2.422, -5.308, 2.053], [-3.360, -1.292, 0.734], [-0.833, -6.443, -4.243], [-2.478, -2.338, -6.974], [4.895, 1.474, -2.573], [-3.911, -1.052, -3.742], [2.919, -3.091, 1.124], [0.014, -3.327, -2.330], [3.539, 1.884, -3.162], [-4.240, 3.024, 0.294], [0.145, 0.935, -0.630], [3.416, -2.231, 0.001], [0.251, 0.815, 0.931], [-0.483, -4.101, -3.525], [-2.677, -0.329, 4.568], [0.537, -1.986, 5.496], [-0.884, -3.550, -1.086], [-1.621, -0.983, 5.505], [-2.313, 1.178, 4.343], [1.027, 5.196, -3.822], [0.080, 4.183, -3.119], [4.745, -2.583, -0.664], [0.955, 5.045, 1.238], [1.937, 5.375, 2.402], [-3.698, -2.564, 1.576], [-3.067, 3.744, -0.445], [-0.221, -7.336, -4.372], [5.565, -2.121, -0.114], [-0.941, -4.611, -0.845], [-2.879, -1.444, -0.231], [0.287, 2.453, 4.164], [0.743, -1.535, 6.467], [3.589, -0.535, 1.171], [-1.488, 3.642, -4.137], [4.053, -0.514, -0.324], [-1.440, -0.260, 6.301], [5.562, 0.041, 2.686], [1.020, 0.487, -1.101], [-0.786, 5.932, 0.962], [0.716, 2.870, 5.899], [-3.783, 2.387, 1.050], [0.035, -1.271, -1.842], [-2.324, -0.401, -2.590], [0.827, 1.662, 1.302], [-2.156, 1.772, 5.243], [-5.220, 0.136, -2.354], [5.257, 0.469, -2.789], [-1.537, -3.933, -3.747], [0.741, 5.299, -4.869], [-1.334, 1.206, 3.865], [-3.952, -1.999, -3.205], [-5.052, 0.989, -3.821], [-2.564, -0.852, 3.618], [1.637, 6.306, 2.883], [2.050, 4.829, -3.740], [4.320, 1.925, 1.682], [2.249, -6.339, 1.743], [-1.644, -3.039, -6.951], [-2.543, -0.742, 1.201], [0.142, -3.804, -4.367], [0.889, 6.217, -3.466], [1.033, -3.695, -2.211], [-2.050, -1.942, 5.798], [1.033, 3.959, 1.187], [-5.108, -0.450, 0.586], [4.549, 3.183, 2.870], [1.965, -2.630, 1.384], [1.809, 4.511, 3.054], [-2.953, 1.661, 3.604], [-4.777, 2.388, -0.410], [-2.825, -3.101, 1.948], [-2.699, 4.601, 0.120], [0.710, -1.499, -3.335], [0.243, 4.400, -2.064], [2.871, 1.364, -4.939], [5.620, 2.241, -2.844], [-4.793, -1.755, -5.716], [-3.298, -2.817, -7.510], [4.857, -3.667, -0.697], [4.818, 1.485, -1.486], [4.633, -0.813, 3.652], [-2.251, -1.468, -7.591], [0.722, 1.326, 5.492], [-4.305, -3.270, 1.010], [-0.965, -5.988, -5.224], [4.818, 1.197, 4.435], [-4.843, -0.033, 4.801], [1.248, 5.542, 0.314], [2.710, 1.420, -2.628], [-5.995, -0.489, -3.624], [-1.795, -6.766, -3.844], [4.685, -2.244, -1.698], [-2.184, 3.120, -0.583], [-0.805, 0.466, -0.888], [-0.697, 1.133, 1.365], [2.981, 5.549, 2.140], [0.256, -3.017, 5.714], [-4.368, -1.344, 5.403], [1.380, -2.091, 4.814], [5.891, 2.098, 2.674], [2.491, 0.321, 4.499], [-4.819, 4.104, 1.810], [-4.267, -2.065, 2.361], [1.567, -4.884, 2.579], [3.182, -5.345, 2.834], [-0.469, -3.032, -0.221], [3.648, -2.906, 1.913], [-2.011, -0.841, -4.025], [0.146, 1.999, -0.863], [0.285, 3.127, -3.297], [-3.418, 4.085, -1.418], [-3.764, -0.285, -5.825], [1.574, -0.668, 0.918], [2.124, 1.241, 3.037], [3.401, 2.965, -3.122], [-1.919, -3.299, -1.319], [2.729, -2.400, -0.828]],
  "smiles": "COC[C@H](C)N.COC[C@H](C)N.COC[C@H](C)N.COC[C@H](C)N.COC[C@H](C)N.CCO.CCO.CCO.CCO.CCO.CCO",
  "e_homo_ev": -8.81,
  "orbital_gap_ha": 0.340
}

=====

ii:
{
  "formula": "C32H91N5O11",
  "method": "ωB97M-V/def2-TZVPD",
  "symbols": ["O", "O", "O", "O", "O", "O", "O", "O", "O", "O", "O", "N", "N", "N", "N", "N", "C", "C", "C", "C", "C", "C", "C", "C", "C", "C", "C", "C", "C", "C", "C", "C", "C", "C", "C", "C", "C", "C", "C", "C", "C", "C", "C", "C", "C", "C", "C", "C", "H", "H", "H", "H", "H", "H", "H", "H", "H", "H", "H", "H", "H", "H", "H", "H", "H", "H", "H", "H", "H", "H", "H", "H", "H", "H", "H", "H", "H", "H", "H", "H", "H", "H", "H", "H", "H", "H", "H", "H", "H", "H", "H", "H", "H", "H", "H", "H", "H", "H", "H", "H", "H", "H", "H", "H", "H", "H", "H", "H", "H", "H", "H", "H", "H", "H", "H", "H", "H", "H", "H", "H", "H", "H", "H", "H", "H", "H", "H", "H", "H", "H", "H", "H", "H", "H", "H", "H", "H", "H", "H"],
  "xyz": [[4.211, 0.676, 3.319], [1.038, -1.270, -2.758], [-6.280, 1.687, -1.700], [-1.824, 2.959, -2.256], [-4.518, -1.812, 3.117], [1.933, -0.301, 0.361], [5.547, -2.692, 1.719], [-3.973, -1.677, -1.791], [0.594, -1.898, 2.302], [1.760, 4.750, -0.030], [3.632, 0.425, -3.383], [3.670, 3.643, -3.013], [-1.945, -1.657, 0.532], [-4.529, 0.903, 5.588], [4.555, -0.328, -0.893], [-6.751, 0.876, 0.922], [6.798, -1.466, -0.567], [0.488, -3.565, -3.306], [-5.124, 1.436, -0.825], [2.099, 4.679, -1.374], [-4.441, 1.684, 1.529], [4.038, 1.701, 2.375], [-1.442, 1.785, -3.045], [-3.987, -4.075, -2.012], [-0.582, -3.769, 0.437], [4.425, 4.141, -0.812], [-3.960, -0.376, 4.929], [-0.686, -2.493, 2.587], [0.366, -2.083, -3.759], [-5.051, -1.184, 4.233], [-0.139, 1.968, -3.837], [5.081, -1.483, 1.215], [-3.238, -1.350, 5.872], [-3.613, -2.723, -2.574], [-1.445, -2.822, 1.299], [5.273, -1.433, -0.263], [4.690, 0.058, -4.216], [4.602, 0.740, -5.614], [1.186, -1.380, 3.529], [-0.059, 1.066, 0.769], [0.432, 5.077, 0.192], [-5.604, 1.799, 0.581], [-5.450, -2.610, 2.403], [2.619, 2.365, 2.435], [5.632, -2.679, 3.095], [3.235, 3.713, -1.609], [-6.185, 1.224, -3.019], [0.797, 0.350, -0.223], [1.552, -3.881, -3.219], [-4.067, -2.643, -3.534], [6.940, -1.583, -1.720], [-3.538, 2.223, 1.287], [-1.439, 0.976, -2.317], [-5.280, 0.507, 6.232], [-5.871, -0.450, 3.921], [-7.236, 1.058, -3.319], [-4.941, 0.295, -0.876], [-2.362, -1.035, 1.180], [4.151, 3.990, 0.244], [0.302, -3.325, -0.087], [-5.771, -3.497, 2.981], [5.110, 1.721, -5.658], [7.313, -2.254, 0.036], [-5.709, 2.058, -3.692], [-1.111, -4.301, -0.319], [0.659, 2.398, -3.188], [3.573, -0.394, -0.681], [4.878, 0.503, -0.420], [-3.526, -4.373, -1.109], [-6.332, -1.938, 2.075], [-5.498, -1.982, 4.850], [0.366, 1.952, 1.232], [5.603, 0.247, -3.722], [0.767, -2.026, -4.789], [-0.010, -4.343, -3.920], [2.834, 2.733, -1.251], [-4.237, 1.986, -1.149], [0.088, 1.009, -4.263], [2.351, 5.631, -1.824], [4.229, 1.303, 1.397], [1.542, -1.022, 0.958], [-4.023, 0.669, 1.566], [6.357, -1.973, 3.460], [3.445, 2.706, -3.368], [-5.989, 2.820, 0.534], [2.027, 1.486, 2.404], [1.974, -1.156, -2.926], [1.304, -2.221, 4.240], [1.227, 1.010, -0.996], [-0.537, -3.332, 3.324], [7.282, -0.522, -0.316], [-3.972, -1.690, 6.612], [-0.252, 4.635, -0.563], [-3.357, -1.755, -1.057], [4.930, -2.349, -0.718], [0.284, -0.420, -0.797], [-0.293, -4.472, 1.121], [-3.938, 1.312, 6.245], [2.129, -0.961, 3.256], [-2.496, -2.876, -2.716], [-0.355, 0.305, 1.561], [-4.770, 1.956, 2.548], [0.332, 6.167, 0.195], [4.839, 2.498, 2.365], [-4.905, -3.019, 1.547], [5.317, 3.448, -1.019], [-7.499, 0.876, 0.251], [-5.631, 0.292, -3.097], [4.650, 3.865, -3.142], [-2.152, 1.632, -3.786], [-1.168, -1.125, 0.059], [-0.702, -1.676, -3.688], [4.736, -1.002, -4.437], [5.658, -0.625, 1.671], [3.900, 0.108, -2.488], [2.515, 2.970, 1.532], [5.049, 0.083, -6.392], [-5.136, -4.077, -1.890], [4.046, -1.264, 1.481], [-3.177, -0.091, 4.199], [4.683, -2.386, 3.592], [-2.421, -0.782, 6.378], [0.517, -0.599, 3.944], [-1.255, -1.703, 3.109], [5.809, -3.739, 3.373], [3.596, 0.889, -5.907], [0.121, 4.790, 1.218], [-2.387, -3.263, 1.612], [-2.180, 3.605, -2.942], [-2.945, -2.282, 5.402], [1.335, 4.384, -1.997], [4.777, 5.151, -1.027], [-1.028, 1.291, 0.283], [2.361, 2.969, 3.322], [4.564, 1.142, 4.087], [-3.688, -4.791, -2.849], [-0.354, 2.698, -4.635], [-6.355, -0.101, 0.811], [-0.005, -3.626, -2.340]],
  "smiles": "COC[C@H](C)N.COC[C@H](C)N.COC[C@H](C)N.COC[C@H](C)N.COC[C@H](C)N.CCO.CCO.CCO.CCO.CCO.CCO",
  "e_homo_ev": -8.78,
  "orbital_gap_ha": 0.342
}

=====

It is ii that is most stable; the runner-up trails by 0.0880 hartree.